Computed, not measured: a cluster of 6 separate species, C26H42N2O4 in total in a non-equilibrium geometry, with wB97M-V/def2-TZVPD.

## Properties
Energy above the lowest of the compared OMol25 structures with the same formula, charge and spin ... 0.0 kcal/mol
E ... -38809.9151 eV
Molar mass ... 446.63 g/mol
Largest force on an atom ... 3.06 eV/Å
Gap between HOMO and LUMO ... 9.9 eV

The geometry in XYZ format:
```
74
Properties=species:S:1:pos:R:3:forces:R:3
C 1.2289 0.5211 -0.1454 1.00 -0.32 0.24
C 0.4683 0.7462 -1.2810 -0.62 0.22 0.66
C -0.9011 0.8261 -1.0913 -0.51 0.53 -0.49
N -1.5505 0.7265 0.0760 0.55 -0.29 -0.32
C -0.7829 0.4847 1.1317 0.40 -0.05 0.36
C 0.6217 0.4013 1.0880 -1.57 -0.54 -0.17
H 2.3003 0.3625 -0.1897 0.00 0.23 -0.31
H 0.8521 0.9200 -2.2732 0.34 -0.20 0.06
H -1.5249 1.0303 -1.9560 -0.08 -0.01 0.06
H -1.3156 0.3046 2.0620 0.08 0.12 0.07
H 1.1227 0.0691 1.9858 0.32 0.30 -0.03
C -4.1935 5.6675 0.0815 0.21 0.03 -0.46
C -3.2631 6.0078 -0.8851 -0.60 0.19 0.06
C -2.6449 4.9876 -1.5930 0.30 0.34 0.47
N -2.7903 3.6983 -1.2994 -0.32 0.10 -0.13
C -3.6579 3.3656 -0.3228 1.23 0.38 -0.70
C -4.3737 4.3282 0.3632 -0.78 -0.28 0.57
H -4.7982 6.4411 0.5361 0.10 -0.09 0.28
H -3.1101 7.0583 -1.0975 0.21 -0.10 -0.26
H -1.9618 5.2827 -2.3820 0.08 -0.39 -0.12
H -3.6346 2.3028 -0.1194 -0.48 0.01 0.30
H -5.1084 4.0559 1.1130 0.11 -0.20 -0.02
C -2.0164 -1.5350 -3.8512 -0.75 -0.30 1.36
C -2.6198 -2.9452 -3.8830 0.51 0.21 -1.45
C -1.4727 -3.7517 -4.5049 -0.99 -0.46 0.65
O -0.2884 -3.0612 -4.1494 0.49 -0.24 0.48
C -0.5930 -1.8940 -3.3868 -0.72 0.96 -0.70
H -2.6849 -1.0432 -3.1350 0.77 0.65 0.11
H -2.0099 -0.9478 -4.7661 -0.09 -0.39 -0.29
H -3.5490 -3.0273 -4.4453 -0.03 0.00 0.03
H -2.7863 -3.2731 -2.8582 -0.05 0.00 0.03
H -1.5238 -3.8697 -5.5870 -0.04 0.28 -0.11
H -1.5623 -4.7580 -4.0770 0.74 -0.05 -0.02
H 0.1227 -1.1187 -3.6619 0.12 -0.10 -0.04
H -0.5474 -1.9867 -2.2975 0.05 -0.58 -0.03
C 2.2100 -3.1408 1.5915 -0.45 -0.95 -0.77
C 3.0256 -2.3199 2.5558 0.83 0.34 -0.39
C 4.3628 -3.0306 2.5110 1.36 0.46 -0.31
O 4.1506 -4.3936 2.1669 -0.12 0.20 0.40
C 2.7965 -4.5658 1.7103 0.25 0.51 0.74
H 2.3580 -2.8816 0.5406 0.07 0.60 0.17
H 1.1369 -3.0878 1.7778 0.03 -0.15 0.04
H 2.6171 -2.2758 3.5639 -0.14 -0.04 -0.05
H 3.2179 -1.3192 2.1653 -0.42 0.19 0.30
H 5.0067 -2.8622 3.3833 -0.59 -0.78 0.54
H 5.0407 -2.5778 1.7701 -0.49 -0.04 -0.55
H 2.2644 -5.1503 2.4661 -0.05 -0.18 -0.20
H 2.8566 -5.0865 0.7567 -0.30 -0.10 0.03
C -2.9814 1.1534 6.0857 -0.36 2.93 0.83
C -4.1521 0.1941 5.9724 -0.12 -0.14 -0.26
C -3.4445 -0.9901 5.3365 0.40 -0.44 1.15
O -2.3833 -0.4708 4.5739 0.36 0.33 -1.08
C -1.7882 0.6144 5.3319 -0.94 -1.95 0.55
H -2.8045 1.5398 7.0973 0.40 -0.74 0.08
H -3.2605 2.1083 5.6190 -0.12 -0.25 -0.25
H -4.9111 0.7086 5.3824 -0.16 -0.57 -0.22
H -4.6016 -0.1323 6.9104 0.08 0.29 0.09
H -4.0269 -1.7520 4.8236 -0.02 0.43 -0.60
H -3.0122 -1.5295 6.2004 0.07 -0.10 -0.10
H -1.3305 1.3412 4.6704 0.16 -0.19 -0.11
H -1.0811 0.1259 6.0155 0.29 0.44 -0.13
C 4.6238 0.6006 -4.4101 1.09 -0.12 0.69
C 5.5456 1.4265 -3.4959 0.38 0.71 0.11
C 4.8715 1.3369 -2.1281 -0.49 0.40 0.02
O 3.5262 0.8871 -2.3402 0.02 0.13 0.01
C 3.2742 0.7295 -3.7223 -0.15 -0.52 -0.49
H 5.0559 -0.3987 -4.3185 -0.65 -0.31 -0.37
H 4.6026 0.9077 -5.4521 0.12 0.03 0.00
H 5.6524 2.4579 -3.8436 -0.43 0.08 0.16
H 6.5859 1.1185 -3.3639 -0.14 -0.53 -0.51
H 4.8730 2.3218 -1.6539 -0.19 -0.03 0.13
H 5.3217 0.6353 -1.4258 0.26 -0.09 -0.17
H 2.6754 1.5506 -4.1340 0.22 0.29 0.14
H 2.6743 -0.1697 -3.8884 0.00 -0.05 0.25
```
Forces are in eV/Å.